Entry 1:
The molecule C6H9N in a non-equilibrium geometry. Source: the OMol25 dataset; level of theory: ωB97M-V/def2-TZVPD.

Each line ends with the natural charge from an NBO analysis.
Positions of all 16 atoms, in Å:
C  1.8022  -0.8860  0.9742  -0.64
C  0.5887  -0.3785  0.2995  0.07
C  0.6641  0.7194  -0.7670  -0.53
C  -0.6293  1.3520  -0.3982  0.05
C  -1.5676  0.2642  -0.0730  -0.21
N  -1.7755  0.0041  -1.4628  -0.59
C  -0.6769  -0.7614  0.5280  -0.22
H  1.5165  -1.5509  1.7921  0.22
H  2.3693  -0.0463  1.3998  0.22
H  2.4478  -1.4055  0.2635  0.22
H  1.5594  1.3539  -0.7310  0.21
H  0.5755  0.2820  -1.7729  0.26
H  -0.6389  2.3620  0.0269  0.21
H  -2.4370  0.5907  0.5140  0.19
H  -2.7736  -0.2290  -1.5940  0.32
H  -1.0246  -1.6706  1.0009  0.22

Computed properties:
ΔE to the lowest compared entry with this formula, charge and spin ... 4.6732 eV
Total charge ... 0
Lowest unoccupied orbital energy (spin up / spin down) ... 0.591 / 0.265 eV

Entry 2:
A structure of composition C6H9N. Source: the OMol25 dataset; level of theory: ωB97M-V/def2-TZVPD.

Each line ends with the natural charge from an NBO analysis.
Positions of all 16 atoms, in Å:
C  1.0455  -2.3232  0.4612  -0.64
C  0.4323  -0.9576  0.4342  0.12
C  -0.1621  -0.2540  1.4695  -0.25
C  -0.7305  0.9070  0.9288  -0.27
C  -0.4295  0.9206  -0.4249  -0.01
C  -0.4564  2.0424  -1.4176  -0.62
N  0.3235  -0.2698  -0.7470  -0.51
H  1.7626  -2.4222  -0.3562  0.23
H  1.5608  -2.4958  1.4109  0.22
H  0.2966  -3.1165  0.3424  0.22
H  -0.2086  -0.5679  2.5073  0.22
H  -1.2404  1.6928  1.4677  0.22
H  -0.4353  1.6743  -2.4475  0.23
H  -1.3464  2.6623  -1.2909  0.22
H  0.4199  2.6827  -1.2786  0.22
H  -0.8318  -0.1752  -1.0592  0.41

Computed properties:
ΔE to the lowest compared entry with this formula, charge and spin ... 2.0241 eV
Total charge ... 0
Lowest unoccupied orbital energy ... 1.021 eV

Entry 3:
A cluster of 2 separate species, C6H9N in total in a non-equilibrium geometry. Source: the OMol25 dataset; level of theory: ωB97M-V/def2-TZVPD.

Each line ends with the natural charge from an NBO analysis.
Positions of all 16 atoms, in Å:
C  -1.2019  -0.3026  -1.3249  -0.65
C  0.2985  -0.2859  -1.2389  -0.07
C  0.5973  1.1519  0.1966  -0.11
C  -0.1365  1.2614  1.4962  -0.73
C  1.0477  -1.1414  -0.4381  -0.38
C  0.4705  -1.8254  0.6627  0.25
N  -0.0097  -2.3080  1.6041  -0.34
H  -1.6306  -0.6411  -0.3790  0.23
H  -1.5131  0.7220  -1.5247  0.23
H  -1.5911  -0.9477  -2.1249  0.23
H  0.8000  0.0228  -2.1611  0.23
H  1.6572  1.3087  0.4649  0.15
H  0.2857  0.7980  2.4090  0.23
H  0.0627  2.3618  1.5142  0.27
H  -1.2273  1.1704  1.5137  0.22
H  2.0905  -1.3448  -0.6697  0.25

Computed properties:
ΔE to the lowest compared entry with this formula, charge and spin ... 4.7325 eV
Total charge ... 0
Lowest unoccupied orbital energy ... -0.087 eV

Entry 4:
A structure of composition C6H9N in a non-equilibrium geometry. Source: the OMol25 dataset; level of theory: ωB97M-V/def2-TZVPD.

Each line ends with the natural charge from an NBO analysis.
Positions of all 16 atoms, in Å:
C  -2.5477  0.5442  0.2950  0.06
C  2.4531  0.1511  -0.4310  -0.41
C  1.3194  0.8301  -0.2520  -0.19
C  -1.2507  0.0202  0.0172  0.12
C  -0.8092  -1.4400  -0.1897  -0.67
C  0.3582  0.7819  0.8407  -0.47
N  -2.0498  0.9045  -0.8292  -0.30
H  -3.3422  0.6918  0.9052  0.20
H  2.9415  0.0112  -1.3825  0.19
H  2.9899  -0.1742  0.3438  0.17
H  0.9497  1.3055  -1.1411  0.19
H  -0.7328  -2.0695  0.6767  0.22
H  0.1249  -1.4965  -0.6746  0.23
H  -1.3558  -1.8746  -0.9709  0.22
H  0.8104  0.0158  1.6512  0.20
H  0.1411  1.7984  1.1412  0.21

Computed properties:
ΔE to the lowest compared entry with this formula, charge and spin ... 5.1620 eV
Total charge ... 0
Lowest unoccupied orbital energy ... 1.003 eV

Entry 5:
The molecule C6H9N in a non-equilibrium geometry. Source: the OMol25 dataset; level of theory: ωB97M-V/def2-TZVPD.

Each line ends with the Löwdin spin population.
Positions of all 16 atoms, in Å:
C  0.3887  -0.7901  1.1581  0.32
C  1.7890  -0.5064  0.8982  0.16
C  -1.5750  -0.2616  0.3428  0.10
C  0.9091  -1.1616  -0.1046  0.34
C  -0.7330  0.0208  -0.8178  0.44
C  -0.2291  1.4206  -0.8745  0.07
N  -0.6711  -0.1880  1.4997  0.42
H  1.9890  0.5968  0.7729  0.02
H  2.5924  -1.1786  1.2486  0.02
H  -2.3805  0.4288  0.4527  0.01
H  -2.0118  -1.2949  0.2609  0.02
H  1.1374  -2.0158  -0.5893  0.02
H  -1.1011  -0.3906  -1.6740  0.03
H  0.8859  1.4559  -0.5097  0.02
H  -0.7775  2.0559  -0.2081  0.01
H  -0.2124  1.8089  -1.8559  0.00

Computed properties:
<S²> ... 2.01
ΔE to the lowest compared entry with this formula, charge and spin ... 2.9173 eV
Total charge ... 0
Multiplicity ... 3
Lowest unoccupied orbital energy (spin up / spin down) ... 0.982 / -1.856 eV

Entry 6:
The ion C6H9N2 with charge +1 in a non-equilibrium geometry. Source: the OMol25 dataset; level of theory: ωB97M-V/def2-TZVPD.

Each line ends with the natural charge from an NBO analysis.
Positions of all 17 atoms, in Å:
C  -1.4528  1.1674  0.1998  -0.16
C  1.0560  1.2489  0.1896  0.32
C  -1.8753  0.0119  -0.0122  0.16
C  2.7623  -0.5947  -0.5869  -0.19
C  1.4260  -1.1958  -0.5563  0.08
C  -2.3444  -1.3237  0.2804  -0.74
N  1.4611  0.1246  -0.2811  -0.33
N  -0.1977  1.7421  0.3123  -0.49
H  -2.1417  1.9469  0.2687  0.22
H  1.8025  2.0338  0.0346  0.22
H  3.2694  -0.5544  0.3088  0.22
H  3.2689  -0.3687  -1.4825  0.24
H  0.7363  -1.9373  -0.1876  0.24
H  -2.0211  -1.6644  1.2599  0.26
H  -2.0783  -1.9659  -0.6452  0.26
H  -3.5444  -1.3657  0.2585  0.27
H  -0.1267  2.6951  0.6392  0.43

Computed properties:
ΔE to the lowest compared entry with this formula, charge and spin ... 8.0378 eV
Total charge ... +1
Lowest unoccupied orbital energy (spin up / spin down) ... -3.737 / -5.509 eV

Entry 7:
A structure of composition C6H9N2 in a non-equilibrium geometry. Source: the OMol25 dataset; level of theory: ωB97M-V/def2-TZVPD.

Each line ends with the natural charge from an NBO analysis.
Positions of all 17 atoms, in Å:
C  0.5854  -0.2017  -0.7329  0.05
C  -0.8984  -0.1727  -0.6133  0.23
C  0.2406  0.2530  1.5101  0.60
C  1.3560  -0.1602  -1.7934  -0.29
C  -2.0094  -0.3689  -1.6008  -0.66
C  0.2375  0.6980  2.8975  -0.72
N  -1.3303  0.2087  0.5158  -0.32
N  1.0828  -0.1056  0.6028  -0.50
H  2.4821  0.0163  -1.7943  0.24
H  1.0112  -0.2738  -2.8588  0.26
H  -2.7300  0.3907  -1.2213  0.27
H  -2.5367  -1.3132  -1.3482  0.28
H  -1.6512  -0.0880  -2.6142  0.25
H  -0.1102  1.7305  2.8638  0.31
H  1.1338  0.5228  3.3612  0.26
H  -0.6755  0.2457  3.3067  0.30
H  2.1082  0.0792  0.6746  0.45

Computed properties:
ΔE to the lowest compared entry with this formula, charge and spin ... 3.6862 eV
Total charge ... +1
Lowest unoccupied orbital energy ... -4.923 eV

Entry 8:
A structure of composition C6H9N2 in a non-equilibrium geometry. Source: the OMol25 dataset; level of theory: ωB97M-V/def2-TZVPD.

Each line ends with the Löwdin spin population.
Positions of all 17 atoms, in Å:
C  0.3922  0.0723  1.0593  0.10
C  -1.0762  0.6096  1.1833  0.23
C  0.6513  0.3298  -0.3880  0.44
C  -1.4692  1.0475  0.0071  0.02
C  0.4680  -1.3269  0.7073  0.31
C  -0.4845  0.8578  -1.0434  0.30
N  -0.6165  1.2820  -2.3043  0.28
N  1.5686  -1.9967  0.9888  0.24
H  1.0005  0.3604  1.9379  0.02
H  -1.7048  0.4027  2.0844  0.01
H  1.5904  0.3471  -0.9410  0.01
H  -2.3477  1.5115  -0.3708  0.00
H  -0.2619  -1.9513  0.2284  0.01
H  -1.4800  1.6665  -2.7416  0.01
H  0.1494  1.2692  -2.9523  0.01
H  2.1491  -1.5241  1.6748  0.01
H  1.4711  -2.9573  0.8701  0.01

Computed properties:
<S²> ... 2.02
ΔE to the lowest compared entry with this formula, charge and spin ... 0.3093 eV
Total charge ... +1
Multiplicity ... 3
Lowest unoccupied orbital energy (spin up / spin down) ... -3.144 / -6.537 eV

Entry 9:
The ion C6H9N2O with charge +1 in a non-equilibrium geometry. Source: the OMol25 dataset; level of theory: ωB97M-V/def2-TZVPD.

Each line ends with the natural charge from an NBO analysis.
Positions of all 18 atoms, in Å:
C  0.7847  0.8737  0.4389  -0.06
C  1.4827  0.0032  1.4267  -0.10
C  -0.0893  -1.8389  1.2755  0.23
C  -0.8752  -0.2744  -0.3035  0.68
C  1.9678  0.2468  0.0472  -0.47
C  -1.7203  1.3062  -1.7828  -0.26
N  0.9145  -1.2115  1.7689  -0.36
N  -0.9414  -1.4319  0.3315  -0.59
O  -1.7975  0.0339  -1.1960  -0.44
H  0.6930  1.9457  0.4594  0.25
H  1.7700  0.4928  2.3416  0.25
H  -0.2880  -2.7458  1.8371  0.23
H  1.9556  -0.7073  -0.4702  0.26
H  2.8561  0.6977  -0.2367  0.27
H  -2.5159  1.3334  -2.5386  0.24
H  -0.7152  1.2835  -2.4058  0.21
H  -1.8151  2.0377  -1.0474  0.21
H  -1.6665  -2.0447  0.0543  0.44

Computed properties:
ΔE to the lowest compared entry with this formula, charge and spin ... 4.3302 eV
Total charge ... +1
Lowest unoccupied orbital energy ... -4.547 eV

Entry 10:
The ion C6H9N2O with charge +1 in a non-equilibrium geometry. Source: the OMol25 dataset; level of theory: ωB97M-V/def2-TZVPD.

Each line ends with the Löwdin spin population.
Positions of all 18 atoms, in Å:
C  0.7398  1.6011  0.4588  0.03
C  -0.6909  1.8206  0.3572  0.09
C  1.4750  0.5777  0.0266  0.00
C  -1.5510  0.9540  -0.1237  0.52
C  -2.8301  0.4654  -0.4256  0.10
C  -0.2434  -1.2335  -0.2818  0.54
N  -0.2077  -1.7876  0.9509  0.29
N  0.9773  -0.5834  -0.7622  0.07
O  -3.3920  -0.4409  0.1576  0.26
H  1.2823  2.3751  0.9837  0.00
H  -1.0375  2.7745  0.7479  0.03
H  2.5405  0.5487  0.1799  0.00
H  -3.2798  0.9466  -1.3211  0.01
H  -0.8649  -1.7005  -1.0277  0.02
H  -1.0595  -2.2469  1.2450  0.01
H  0.2864  -1.3058  1.6912  0.01
H  0.8016  -0.2749  -1.7296  0.00
H  1.7495  -1.2696  -0.7937  0.02

Computed properties:
<S²> ... 2.03
ΔE to the lowest compared entry with this formula, charge and spin ... 1.1099 eV
Total charge ... +1
Multiplicity ... 3
Lowest unoccupied orbital energy (spin up / spin down) ... -4.180 / -5.824 eV

Entry 11:
A cluster of 2 separate species, C6H9N2O2 in total in a non-equilibrium geometry. Source: the OMol25 dataset; level of theory: ωB97M-V/def2-TZVPD.

Each line ends with the natural charge from an NBO analysis.
Positions of all 19 atoms, in Å:
C  -2.1170  -1.1655  2.7476  -0.63
C  0.8524  -1.9395  0.9451  0.11
C  -0.8598  -1.0743  1.9224  0.05
C  -0.4524  -0.1899  0.9349  -0.10
N  -0.0821  -2.1837  1.8694  -0.52
N  0.6193  -0.7312  0.3409  -0.52
H  1.6792  -2.6133  0.8104  0.18
H  1.1480  -0.2846  -0.5203  0.47
H  -0.8289  0.7716  0.6326  0.23
H  -2.6199  -2.0776  2.4009  0.21
H  -2.9076  -0.4784  2.4297  0.20
H  -2.0003  -1.1442  3.8218  0.20
C  1.1404  2.1669  -3.2090  -0.73
C  1.0815  1.5217  -1.8256  0.78
O  0.4472  2.1189  -0.9433  -0.75
O  1.6893  0.4043  -1.7237  -0.79
H  1.7913  1.5812  -3.8556  0.21
H  1.2632  3.2467  -3.1063  0.21
H  0.1560  2.0711  -3.6721  0.21

Computed properties:
ΔE to the lowest compared entry with this formula, charge and spin ... 0.3847 eV
Total charge ... -1
Lowest unoccupied orbital energy ... 3.968 eV

Entry 12:
A cluster of 2 separate species, C6H9N2O2 in total in a non-equilibrium geometry. Source: the OMol25 dataset; level of theory: ωB97M-V/def2-TZVPD.

Each line ends with the natural charge from an NBO analysis.
Positions of all 19 atoms, in Å:
C  2.6466  -1.5138  -1.2331  -0.63
C  1.3655  1.5548  0.0031  0.11
C  0.7705  -0.4587  0.2939  -0.16
C  1.9231  -0.4374  -0.4665  0.03
N  0.4398  0.8058  0.6207  -0.60
N  2.2662  0.8666  -0.6755  -0.54
H  -0.8363  1.1969  1.3860  0.51
H  1.3550  2.6369  0.0391  0.16
H  0.2081  -1.3291  0.6308  0.18
H  2.8736  -2.3551  -0.5860  0.19
H  3.5615  -1.1030  -1.6631  0.21
H  2.0191  -1.8672  -2.0574  0.19
C  -2.5988  0.0063  -0.0433  -0.74
C  -2.8133  0.6235  1.3081  0.79
O  -1.7832  1.2267  1.8182  -0.73
O  -3.8633  0.5349  1.9193  -0.66
H  -2.5521  0.8038  -0.7991  0.23
H  -3.3511  -0.7058  -0.3681  0.21
H  -1.6310  -0.4864  -0.1270  0.25

Computed properties:
ΔE to the lowest compared entry with this formula, charge and spin ... 0.3835 eV
Total charge ... -1
Lowest unoccupied orbital energy ... 3.834 eV

Entry 13:
The molecule C6H9N3 in a non-equilibrium geometry. Source: the OMol25 dataset; level of theory: ωB97M-V/def2-TZVPD.

Each line ends with the natural charge from an NBO analysis.
Positions of all 18 atoms, in Å:
C  -1.4884  0.6943  -2.7969  -0.24
C  -0.9424  0.5600  -1.6807  -0.07
C  -0.6048  0.2598  -0.5017  -0.03
C  0.1713  -1.2097  -0.5586  -0.18
N  1.4461  -1.5996  -1.3051  -0.81
C  -1.3784  0.6850  0.7935  -0.24
N  -0.0199  1.1765  0.6662  -0.24
N  1.0470  0.7303  1.3736  -0.23
C  0.9694  0.8877  2.5957  -0.11
H  -1.5005  0.6959  -4.0006  0.27
H  -0.5196  -1.8167  -0.8624  0.17
H  0.5353  -1.2678  0.5025  0.20
H  2.3425  -1.4998  -0.4158  0.37
H  1.4965  -1.0494  -2.0680  0.35
H  -1.7138  -0.2592  1.4041  0.22
H  -2.1132  1.3886  0.4329  0.23
H  0.3470  1.1916  3.3342  0.18
H  1.9258  0.4325  3.0869  0.16

Computed properties:
SMILES string ... C#C[C@]1(CN)CN1N=C
ΔE to the lowest compared entry with this formula, charge and spin ... 8.7026 eV
Total charge ... 0
Lowest unoccupied orbital energy ... 0.945 eV